114
Properties=species:S:1:pos:R:3:forces:R:3 method="wB97M-V/def2-TZVPD" total_charge=+2 molar_mass_g_mol=934.0 e_tot_ev=-131782.5628 orbital_gap_ev="7.340 / 7.392" s2=0.7631 multiplicity=2
C -4.59214 3.56082 -0.26503 -0.09 -0.02 0.10
H 0.68763 5.39511 0.13991 0.00 -0.04 0.02
H -3.91686 3.08363 3.68872 0.02 0.02 0.01
S 0.19483 3.74338 -2.23247 -0.05 0.44 0.69
H 0.38038 3.08285 6.72490 -0.01 0.00 0.01
C -0.41954 -4.62298 0.53823 -0.10 0.25 -0.12
H 0.89768 -8.92833 0.43258 0.07 -0.05 0.01
C 3.57160 0.21088 0.62322 0.13 -0.06 0.03
O -0.36374 1.37027 0.95397 0.18 -0.28 -0.05
H -0.59713 -7.59401 3.35682 0.03 0.01 0.02
C 3.18297 6.52785 -4.23478 0.07 -0.01 0.05
H -4.77431 0.36296 -4.59952 -0.05 -0.03 -0.01
H -2.69131 -1.92876 -3.15141 -0.02 0.00 0.00
C 2.05625 -3.76051 1.42207 -0.24 0.14 -0.13
N 0.03006 -6.87281 1.48393 -0.09 -0.10 -0.04
H 4.69264 -4.86991 2.13403 -0.01 0.01 0.01
H 2.01874 -8.82178 2.40654 -0.01 -0.07 -0.11
H 0.50537 0.92999 5.52348 -0.01 -0.01 0.00
F -1.65410 -4.98825 0.12458 -0.01 -0.07 0.07
C -2.00035 5.39364 -1.93377 0.08 -0.09 -0.08
C 1.24223 -2.89178 0.67162 0.16 -0.27 -0.12
N -3.20048 3.14748 1.73646 0.04 0.33 -0.10
C -0.09632 0.15386 -3.72849 0.02 -0.14 0.22
H -0.08674 1.79142 -5.09440 0.01 0.05 0.03
C 3.68119 -2.05553 1.57747 -0.05 -0.25 -0.05
H -4.50165 3.43534 -1.34052 -0.03 0.01 -0.01
H -4.57461 4.40359 2.71197 0.07 0.01 -0.01
H 4.68715 5.56296 -3.04715 -0.01 0.01 0.02
C -0.81324 -0.89947 -3.18298 0.04 0.01 0.06
H -0.87416 4.97189 5.73947 -0.01 0.00 0.01
H 0.52079 -10.38754 1.11353 0.01 -0.01 -0.03
H -0.61167 7.19146 1.18240 -0.05 0.03 0.02
Co 0.94919 1.06060 -0.51292 0.45 -0.25 -0.45
H 3.08888 4.05680 -1.92001 0.05 -0.05 -0.02
C -0.00591 -3.35410 0.24761 -0.03 -0.10 0.03
O 1.93645 1.78357 -3.83318 0.27 0.42 0.04
H -1.12530 -7.24501 -0.20911 -0.03 -0.02 0.00
S 1.61342 0.47045 -3.23141 -0.41 -0.09 -1.03
H -0.66174 -2.68668 -0.29531 0.00 -0.02 -0.02
H -2.43746 1.40665 -5.81091 0.01 0.02 0.01
C -1.98557 0.76912 -5.06022 -0.02 -0.11 0.06
H 2.68275 -4.15649 4.39484 0.01 0.08 -0.05
H 1.61881 3.46069 -0.59118 -0.04 0.00 0.13
H 5.76818 -3.89251 4.16167 0.01 -0.03 -0.06
H 3.88730 7.17059 -4.74538 0.01 0.00 0.01
O 1.01816 -0.86587 -0.49758 -0.73 -0.13 0.73
C -0.27678 5.66645 -0.27049 0.06 0.05 -0.01
H -0.12599 5.80584 -4.15471 0.02 0.03 -0.03
H 2.28957 -5.74035 2.18556 0.03 -0.02 -0.02
N 0.38572 -9.37974 1.19323 0.00 -0.10 -0.06
C -1.13677 -7.48299 0.85246 0.09 0.06 -0.04
N 0.89588 2.92288 -1.05911 0.50 0.24 0.01
H -0.63942 0.65759 3.34016 -0.01 -0.02 0.02
C 1.62600 -5.06900 1.66224 -0.09 -0.19 0.11
C 1.83287 6.59911 -4.54883 -0.10 -0.03 0.02
C 2.96613 -1.18004 0.81947 -0.31 0.48 -0.02
H -1.48466 -9.52473 0.19269 0.10 -0.08 0.01
C -0.69704 1.58888 3.88340 -0.10 -0.03 -0.06
H -5.47540 3.01725 0.07731 -0.01 -0.01 -0.05
H -1.57401 -9.33625 1.94375 0.11 -0.06 0.03
C 3.63276 5.62942 -3.27831 0.03 0.10 -0.05
H -1.99027 4.70983 3.55784 0.00 0.01 -0.02
C -1.40540 2.65299 3.34082 0.11 0.18 0.15
C 0.32056 -7.49374 2.76497 -0.08 -0.02 -0.07
C 2.73695 4.79174 -2.63084 -0.08 -0.17 0.03
C 0.92890 5.76562 -3.91018 -0.04 0.04 -0.04
H -2.79850 7.86469 0.23870 -0.04 -0.01 -0.01
C -3.36957 3.04283 0.39933 0.24 -0.04 0.02
H -5.12994 2.73799 2.45404 0.03 -0.01 0.00
C -0.67650 0.98903 -4.67000 0.11 0.11 -0.03
C -0.05549 1.75268 5.10092 0.00 0.03 -0.02
O 4.74049 0.35303 0.94465 -0.05 -0.07 0.03
C 3.64007 -4.54430 4.07155 -0.10 -0.06 0.09
H -3.69672 6.69093 -1.75102 0.01 0.02 -0.02
H -0.33665 -1.55443 -2.46274 -0.07 0.02 0.04
H 1.92151 -1.73826 -4.12979 0.04 -0.05 -0.04
H -4.57693 -1.39317 -4.53662 -0.02 0.00 -0.01
H 0.67954 -9.57938 3.28591 -0.02 -0.11 -0.12
H 2.07328 -0.45705 -5.38441 -0.10 0.07 0.03
C 1.70355 -1.56615 0.29712 0.48 0.00 0.08
H -2.37436 4.89068 -2.81895 -0.02 -0.02 0.02
C 4.12163 -4.14625 2.70467 0.08 -0.22 0.02
H 4.56922 -2.53440 4.17130 -0.06 0.00 -0.04
C 4.76545 -3.56867 3.92525 0.04 0.10 0.05
O 2.79900 1.12156 0.17493 -0.37 0.42 -0.39
N -2.02680 2.50281 2.07330 -0.04 -0.37 -0.06
C -4.26694 3.35882 2.69951 -0.18 -0.11 0.08
H 1.48245 7.29510 -5.29880 0.00 0.00 0.00
C -0.77162 5.03770 -1.40033 -0.10 -0.13 -0.24
C -1.46660 3.87459 4.00452 0.03 -0.01 -0.10
H 1.00988 -6.89009 3.34630 0.01 -0.03 0.02
C 0.93559 -8.87608 2.49551 0.08 0.33 0.42
C -0.12602 2.96146 5.77711 0.06 -0.01 0.01
N 3.27552 -3.30765 1.88513 0.06 0.27 0.13
H -4.74609 4.61706 -0.04199 0.03 0.00 -0.01
H -4.23148 -0.50452 -6.02809 -0.04 -0.03 0.00
C -2.12879 -1.10540 -3.57510 0.02 -0.03 -0.02
H 3.41144 -0.74462 -4.23376 0.00 -0.01 0.02
H 3.85467 -5.54353 4.42657 0.07 0.00 -0.05
C -2.24089 7.05716 -0.21664 -0.05 -0.03 0.02
C -2.29718 2.38310 -0.14032 -0.01 -0.10 0.02
C -1.01463 6.68195 0.31722 0.11 -0.07 0.02
C 0.38684 -5.53394 1.24094 0.33 0.15 0.00
C -2.73297 -0.27503 -4.51367 -0.02 0.06 -0.03
C -0.83123 4.02085 5.22637 -0.01 0.01 0.02
C 2.33203 -0.75984 -4.37267 0.08 0.09 0.59
H -2.08564 -7.12934 1.26685 0.00 -0.05 -0.01
C 1.39623 4.87743 -2.95392 0.06 -0.45 -0.12
C -2.73910 6.40560 -1.33533 0.00 0.07 0.00
C -1.05352 -9.00744 1.04644 -0.37 0.24 -0.04
C -4.16064 -0.47255 -4.94080 0.07 0.03 0.02
H 4.65012 -1.74664 1.94761 0.00 0.01 -0.01
H -2.10984 2.17238 -1.17969 -0.09 -0.04 -0.03
C -1.44178 2.01299 0.92914 -0.16 0.03 -0.15